(1)
This record from OMol25 describes an isolated molecule of C8H19PS2 in a non-equilibrium geometry. The level of theory is ωB97M-V/def2-TZVPD.

Structure (ORCA input):
```
! RIJCOSX wB97M-V def2-TZVPD def2/J DEFGRID3
* xyz 0 1
C -0.7623 2.7334 0.3324
C -0.1037 1.6434 2.4943
C 0.3815 -1.6938 1.3748
C 1.7737 -1.6473 -0.4369
C 0.6688 0.6312 0.3163
C -0.6471 -1.2315 -0.7962
C -0.4439 1.4073 1.0317
C 0.5519 -0.9144 0.0869
P -0.5131 -0.6656 -2.5941
S 0.5314 -1.8374 -3.8121
S -2.6054 -0.6985 -3.0914
H 0.1372 3.2265 0.4024
H -0.8485 2.5616 -0.7932
H -1.6093 3.3830 0.7821
H 0.4876 2.5188 2.4956
H 0.5675 0.8801 3.0507
H -1.0616 1.8766 2.9617
H 0.1245 -2.7777 1.2901
H -0.3250 -1.2665 2.2013
H 1.3045 -1.7040 1.9772
H 2.5455 -1.5918 0.2408
H 2.2191 -1.2629 -1.2356
H 1.6042 -2.6949 -0.7538
H 1.5059 1.0433 0.8907
H 0.9650 0.9509 -0.7874
H -0.6339 -2.4270 -1.0484
H -1.6197 -0.8179 -0.5967
H -1.2606 0.7554 0.8608
H -0.3006 0.8364 -2.4905
H -2.6338 -1.2165 -4.3534
*
```

Computed properties:
Total energy: -1453.877055 Ha
ΔE to the lowest compared entry with this formula, charge and spin: 245.6 kJ/mol
LUMO energy: 0.62 eV
HOMO level: -8.73 eV
Molecular weight: 210.35 g mol⁻¹
SMILES: CC(C)CC(C)(C)C[P@@H](=S)S
Orbital gap: 0.344 Eh


(2)
This record from OMol25 describes a cluster of 2 separate species, C8H12N3OS in total in a non-equilibrium geometry. The level of theory is ωB97M-V/def2-TZVPD.

Structure (ORCA input):
```
! RIJCOSX wB97M-V def2-TZVPD def2/J DEFGRID3
* xyz 1 1
C -3.1608 -1.1472 0.5223
C -2.6962 -2.4883 0.7528
C -2.3294 -0.2946 -0.1186
C -1.4139 -2.9169 0.4301
C -1.0169 -0.6420 -0.3372
C -0.5306 -1.8954 -0.0451
C 1.2153 -0.3480 -0.5537
C -0.2928 1.4297 -1.6011
N -0.0146 0.2144 -0.7717
N 2.2861 0.3957 -0.6271
N 2.3668 1.7840 -0.6337
O 2.5785 1.8808 2.1541
S 1.1864 -1.9651 -0.1309
H -4.1092 -0.7546 0.8344
H -3.3500 -3.3644 0.9673
H -2.6048 0.6699 -0.1258
H -1.2042 -4.0117 0.5058
H -1.2255 1.4972 -2.0962
H -0.0992 2.1185 -0.7857
H 0.5574 1.4578 -2.3103
H 3.1904 -0.0935 -0.4241
H 3.2210 1.9660 -1.0379
H 2.4286 2.1436 0.2865
H 1.7618 1.8810 2.7107
H 3.2559 2.4830 2.4349
*
```

Computed properties:
Total energy: -949.450934 Ha
ΔE to the lowest compared entry with this formula, charge and spin: 0.0 kJ/mol
LUMO energy: -2.88 eV
HOMO level: -12.05 eV
Molecular weight: 198.27 g mol⁻¹
Orbital gap: 0.337 Eh


(3)
This record from OMol25 describes a structure of composition C28H32HgI2N7O7P2 in a non-equilibrium geometry. The level of theory is ωB97M-V/def2-TZVPD.

Structure (ORCA input):
```
! RIJCOSX wB97M-V def2-TZVPD def2/J DEFGRID3
* xyz -2 2
Hg -0.1290 -0.3671 0.8059
I 2.9493 7.2836 1.3622
C 1.9200 5.4859 1.0408
C 0.6462 5.3189 1.5703
C -0.0033 4.1097 1.3602
I -1.9207 3.8265 2.1381
C 0.5765 3.0229 0.6452
O -0.0101 1.8927 0.4525
C 1.8612 3.2635 0.1019
C 2.5052 2.1395 -0.6519
N 1.7632 1.8061 -1.8662
C 2.1657 0.5455 -2.4529
C 1.0102 -0.3942 -2.6926
C 1.1763 -1.4788 -3.5505
C 0.1217 -2.3463 -3.7423
C -1.0826 -2.0918 -3.0949
C -1.1585 -0.9828 -2.2734
N -0.1315 -0.1516 -2.0658
C 2.5178 4.4676 0.3091
H 0.1645 6.1081 2.1319
H 2.5726 1.2768 0.0164
H 3.5223 2.4253 -0.9269
H 0.7757 1.7476 -1.6413
H 2.8947 0.0379 -1.8063
H 2.6586 0.6969 -3.4156
H 2.1342 -1.6441 -4.0348
H 0.2315 -3.2139 -4.3828
H -1.9376 -2.7479 -3.2026
H -2.0732 -0.7482 -1.7387
H 3.5079 4.6067 -0.1115
C -1.6994 0.4238 4.8280
P -1.6979 -0.5248 3.2529
C -3.4877 -0.5097 2.8540
C -1.5669 -2.2451 3.8910
H -2.2945 -0.0950 5.5858
H -2.1236 1.4122 4.6450
H -0.6807 0.5509 5.1993
H -4.0725 -0.6981 3.7584
H -3.6891 -1.2899 2.1195
H -3.7783 0.4476 2.4199
H -2.4320 -2.4930 4.5120
H -0.6609 -2.3678 4.4853
H -1.5069 -2.9286 3.0403
N -6.4986 0.8769 -0.7142
C -5.4087 0.5770 -1.0004
N -4.2076 0.2418 -1.4096
C -3.1409 -0.0679 -0.7731
N -2.1633 -0.3543 -0.2098
O 2.1969 -2.7980 0.3007
C 1.0959 -3.3167 0.5001
O 0.0140 -2.6825 0.8286
C 0.9735 -4.8228 0.4243
C -0.2128 -5.3976 -0.0303
C -0.2612 -6.7923 -0.1099
C 0.7774 -7.6057 0.2714
C 1.9584 -7.0128 0.7496
C 2.0554 -5.5997 0.8013
N 3.0077 -7.8148 1.1463
O 4.0768 -7.2480 1.5795
O 2.8792 -9.0955 1.0717
N -1.4835 -7.4330 -0.6398
O -1.5727 -8.6387 -0.6170
O -2.3590 -6.7185 -1.0685
H -1.0631 -4.7912 -0.3050
H 0.7034 -8.6769 0.2032
H 2.9793 -5.1503 1.1290
C 2.3286 -1.9119 3.3477
P 2.3158 -0.4856 2.1981
C 2.4433 0.8917 3.4162
C 4.0608 -0.5398 1.6301
H 3.0905 -1.7617 4.1129
H 2.5380 -2.8306 2.7942
H 1.3548 -2.0132 3.8239
H 3.2135 0.6895 4.1664
H 1.4811 1.0328 3.9169
H 2.6828 1.8266 2.9000
H 4.7044 -0.7587 2.4869
H 4.3551 0.4180 1.2042
H 4.1677 -1.3288 0.8807
*
```

Computed properties:
Total energy: -3427.539435 Ha
LUMO energy (spin up / spin down): 3.05 / 3.05 eV
HOMO level (spin up / spin down): -0.82 / -3.71 eV
Molecular weight: 1094.95 g mol⁻¹
Orbital gap (spin up / spin down): 0.142 / 0.249 Eh